1.
{"formula": "C7H6FNOS", "method": "wB97M-V/def2-TZVPD", "elements": ["S", "F", "O", "N", "C", "C", "C", "C", "C", "C", "C", "H", "H", "H", "H", "H", "H"], "positions_angstrom": [[3.816557, -1.268244, 0.171185], [2.291752, 2.368409, 0.018539], [2.726914, 0.695760, -1.425154], [3.013597, -0.135343, 0.816818], [0.869842, 0.440996, 0.046354], [-1.254753, 0.739431, 1.108924], [2.301044, 0.869609, -0.156435], [0.062133, 1.126577, 0.943417], [0.370576, -0.649516, -0.654789], [-0.944764, -1.034678, -0.476685], [-1.758335, -0.341279, 0.405183], [-2.784280, -0.645109, 0.546520], [1.014883, -1.179860, -1.341029], [3.654955, 0.957663, -1.501118], [0.454555, 1.974564, 1.479754], [-1.885811, 1.290093, 1.790832], [-1.334884, -1.876125, -1.031518]], "atomic_forces_ev_per_a": [[0.4, -0.4, -0.2], [1.0, -3.0, 1.0], [-0.2, 0.2, -0.4], [-0.4, 2.7, 0.5], [-0.1, 0.2, -0.3], [0.0, 0.0, 0.1], [-0.6, 0.4, -0.7], [0.1, 0.0, -0.1], [0.1, 0.2, 0.0], [0.0, -0.1, 0.0], [-0.1, 0.0, 0.0], [-0.1, 0.0, 0.0], [0.0, 0.0, -0.1], [0.0, -0.1, 0.0], [0.1, 0.1, 0.1], [-0.1, 0.0, 0.1], [0.0, 0.0, 0.0]], "total_energy_ha": -898.3076, "spin_multiplicity": 1, "gap_ev": [7.20, 7.20], "lumo_energy_ev": [-1.61, -1.61], "smiles": "O[C@](F)(N=S)c1ccccc1", "e_above_lowest_kj_mol": 0.0}

---

2.
{"formula": "C7H6GdNO7", "method": "wB97M-V/def2-TZVPD", "elements": ["Gd", "O", "O", "O", "O", "O", "O", "O", "N", "C", "C", "C", "C", "C", "C", "C", "H", "H", "H", "H", "H", "H"], "positions_angstrom": [[-0.149189, 0.252685, -0.722724], [1.153768, -0.310068, 1.104480], [-3.708926, 0.310798, -1.326536], [-0.236817, 0.271091, -5.077432], [-1.305806, 3.264615, -2.309709], [2.164374, 0.240508, -3.440523], [-0.705734, 0.837879, 1.571987], [-1.214338, -2.893829, -2.099842], [1.879856, -0.617929, 3.452176], [-0.822253, 0.299419, -4.074290], [-0.929888, 2.296428, -1.807891], [-0.903313, -1.878561, -1.654789], [0.299083, 0.174817, 1.941180], [0.469967, -0.191296, 3.378186], [-2.553401, 0.246611, -1.284351], [1.420920, 0.250697, -2.560071], [1.924383, -1.650500, 3.489454], [-0.197184, -1.014751, 3.653900], [2.337899, -0.295222, 4.310361], [2.366356, -0.314927, 2.575431], [0.272915, 0.667860, 4.028742], [-1.562665, 0.053684, -3.147748]], "atomic_forces_ev_per_a": [[0.5, 0.3, 3.0], [-0.2, 0.5, 0.7], [3.9, -0.3, 0.3], [-1.4, 0.1, 1.4], [1.4, -3.2, 1.7], [-1.9, 0.2, 2.5], [1.1, -0.6, 0.1], [0.9, 3.1, 1.7], [0.9, -1.1, 0.9], [0.1, -0.7, 1.4], [-1.7, 4.5, -2.5], [-1.0, -4.2, -2.6], [-1.6, 0.2, -1.3], [-0.1, 0.5, 0.2], [-5.0, 0.2, -0.4], [2.8, -0.4, -3.8], [0.2, 0.5, -0.2], [0.1, 0.2, -0.1], [0.1, 0.1, -0.2], [-0.1, -0.3, 0.7], [0.1, -0.2, -0.1], [1.0, 0.6, -3.4]], "total_energy_ha": -1616.7148, "spin_multiplicity": 8, "gap_ev": [5.35, 5.55], "lumo_energy_ev": [-8.58, -8.43], "charge": 2, "e_above_lowest_kj_mol": 0.0}

---

3.
{"formula": "C7H6N2O4Pt", "method": "wB97M-V/def2-TZVPD", "elements": ["Pt", "O", "O", "O", "O", "N", "N", "C", "C", "C", "C", "C", "C", "C", "H", "H", "H", "H", "H", "H"], "positions_angstrom": [[-0.370912, -1.336039, 0.097125], [0.930539, -1.725059, -2.745956], [-0.576420, -4.423741, 0.742055], [2.467965, -1.197132, 1.423407], [-1.409505, -0.544858, 3.022762], [0.045713, 0.766174, -0.127116], [1.044924, 2.597823, -0.702310], [1.450300, -1.211974, 0.893911], [1.202681, 1.263942, -0.598742], [-0.576460, -3.310010, 0.451709], [-1.093747, -0.875701, 1.975132], [0.463011, -1.640790, -1.681183], [-0.850943, 1.791683, 0.096472], [-0.226812, 2.937907, -0.272725], [-1.837243, 1.681304, 0.536636], [-1.984294, -0.905927, -0.589565], [-0.632594, 3.949500, -0.260712], [2.097907, 0.729275, -0.808001], [1.789209, 3.209295, -1.035063], [-1.933320, -1.755674, -0.417838]], "atomic_forces_ev_per_a": [[0.3, -0.8, 0.7], [-2.2, 0.4, 5.2], [0.1, 4.2, -1.1], [-3.3, -0.2, -1.6], [1.1, -1.0, -3.1], [0.6, 1.2, -0.3], [0.1, -0.4, 0.1], [6.7, 0.3, 3.2], [-2.2, 1.2, 0.6], [-0.3, -6.9, 1.6], [-2.5, 1.9, 5.7], [3.2, -0.8, -8.6], [0.8, 0.2, -0.3], [0.1, 0.7, -0.2], [0.2, -0.1, -0.3], [-1.2, -0.7, -0.4], [0.5, -0.3, -0.1], [0.4, -0.2, -0.3], [-0.4, 0.1, 0.1], [-1.9, 1.1, -1.0]], "total_energy_ha": -799.3292, "spin_multiplicity": 3, "gap_ev": [7.47, 8.48], "lumo_energy_ev": [-8.55, -8.76], "charge": 2, "e_above_lowest_kj_mol": 113.8}

---

4.
{"formula": "C7H6N2S", "method": "wB97M-V/def2-TZVPD", "elements": ["S", "N", "N", "C", "C", "C", "C", "C", "C", "C", "H", "H", "H", "H", "H", "H"], "positions_angstrom": [[1.372364, -1.167739, 0.053640], [-2.760754, -0.775835, -0.080395], [-1.453701, -0.990734, -0.108559], [-1.897999, 1.224184, -0.006682], [-3.099098, 0.539962, 0.151936], [2.862998, -0.322501, 0.041704], [2.723743, 1.026808, -0.001490], [1.300377, 1.375493, -0.107759], [-0.948425, 0.189802, -0.037081], [0.473706, 0.293395, -0.049948], [-3.512563, -1.380819, 0.053701], [3.759947, -0.914676, -0.019927], [3.584508, 1.825477, 0.230981], [0.937815, 2.352741, -0.127492], [-1.586300, 2.317574, 0.051340], [-4.131846, 0.886649, 0.331760]], "atomic_forces_ev_per_a": [[0.3, 0.0, -0.2], [-1.6, 2.7, 1.1], [-1.3, -2.0, -0.1], [-0.1, 1.5, 1.3], [1.0, 0.6, -1.3], [0.2, -0.2, -0.2], [0.2, 2.0, 0.7], [1.5, -1.4, 0.7], [0.8, 1.6, -0.8], [1.7, 0.1, -0.2], [-0.3, -2.3, 0.0], [0.2, 0.1, 0.3], [-2.1, -2.1, -1.0], [-0.4, 1.5, -0.1], [-1.0, -1.7, 0.0], [0.8, -0.4, -0.3]], "total_energy_ha": -777.9928, "spin_multiplicity": 1, "gap_ev": 9.11, "lumo_energy_ev": 0.90, "smiles": "c1csc(-c2cc[nH]n2)c1", "e_above_lowest_kj_mol": 12.7}

---

5.
{"formula": "C7H6NO3", "method": "wB97M-V/def2-TZVPD", "elements": ["O", "O", "O", "N", "C", "C", "C", "C", "C", "C", "C", "H", "H", "H", "H", "H", "H"], "positions_angstrom": [[-1.998795, -1.895486, 0.040962], [-2.729078, 0.318859, 0.525647], [0.092442, -0.269021, 1.982485], [0.234625, -0.894284, -0.267338], [2.137622, -0.784071, 0.591716], [1.579155, -1.189497, -0.828672], [-1.021040, -0.925714, -0.831822], [0.682386, -0.765052, 1.060645], [-0.561885, 2.396778, -1.121535], [-1.479594, 2.856765, -0.297511], [-2.039660, -0.583980, 0.083235], [2.394278, 0.264286, 0.541622], [-2.129042, 1.843973, 0.001839], [2.009310, -0.573793, -1.674984], [-1.800653, 3.812320, 0.331811], [2.868671, -1.312821, 1.118393], [1.761262, -2.299256, -1.256496]], "atomic_forces_ev_per_a": [[-1.4, -0.4, 1.3], [-0.6, -0.4, 0.6], [0.1, -1.0, 0.9], [1.5, -1.2, 0.3], [-1.1, 0.1, -1.2], [0.9, -1.6, -0.8], [0.6, 1.0, -1.1], [-0.4, 2.4, -2.1], [-1.9, 1.3, 1.7], [0.0, -0.2, 0.6], [0.3, 0.1, -1.3], [0.3, 0.3, 0.1], [1.2, 1.0, -0.6], [-1.1, -0.1, 1.0], [1.0, -2.3, -1.8], [1.1, -1.1, 0.6], [-0.6, 2.1, 1.5]], "total_energy_ha": -550.6001, "spin_multiplicity": 1, "gap_ev": 7.29, "lumo_energy_ev": 3.72, "charge": -1, "e_above_lowest_kj_mol": 603.0}

---

6.
{"formula": "C7H6NO5P", "method": "wB97M-V/def2-TZVPD", "elements": ["P", "O", "O", "O", "O", "O", "N", "C", "C", "C", "C", "C", "C", "C", "H", "H", "H", "H", "H", "H"], "positions_angstrom": [[-0.869269, 2.543564, -0.006467], [1.641280, 0.721521, 2.523134], [-2.292962, 2.486668, 0.395875], [-0.566702, 1.241937, -1.210678], [2.402040, 1.782680, 0.827779], [-0.401707, 3.717837, -0.749375], [1.409502, 1.458080, 1.531663], [-1.200426, -0.718368, 0.012177], [0.137265, -2.694276, -0.460959], [-0.928242, -2.042965, 0.217917], [-0.462565, 0.007270, -0.886382], [0.150000, 1.794607, 1.275378], [0.967423, -1.953899, -1.299580], [0.657585, -0.602724, -1.415421], [-0.457998, 1.371155, 2.013741], [1.093011, -0.000484, -2.147349], [-1.551217, -2.703365, 0.790253], [-2.002429, -0.344567, 0.575771], [0.468073, -3.704948, -0.113922], [1.807339, -2.359725, -1.873556]], "atomic_forces_ev_per_a": [[1.4, -1.3, -0.3], [0.0, -0.6, 1.3], [-0.6, -0.6, 0.6], [-1.5, 3.0, -0.3], [-0.1, 0.6, -0.7], [0.7, 1.0, -0.5], [0.8, 0.0, -0.9], [-0.9, -1.0, 0.6], [0.5, -0.6, 1.1], [1.6, -1.6, -1.4], [1.6, -1.0, 0.7], [-1.0, 1.1, -0.3], [-0.6, 0.7, 0.3], [-0.2, -1.9, -1.1], [-0.9, -0.5, 1.0], [1.3, 0.9, -0.8], [-0.3, 0.2, 0.7], [-1.0, 1.1, 0.4], [-0.6, 0.7, -0.6], [-0.2, 0.0, 0.4]], "total_energy_ha": -1042.6291, "spin_multiplicity": 1, "gap_ev": 6.17, "lumo_energy_ev": 5.95, "smiles": "O=[N+]([O-])C=P([O-])([O-])Oc1ccccc1", "charge": -2, "e_above_lowest_kj_mol": 274.7}